Record 1
134
Properties=species:S:1:pos:R:3 method="wB97M-V/def2-TZVPD" homo_lumo_gap_ev=9.020 lumo_energy_ha=0.019 molar_mass_g_mol=835.192 smiles="CCCCCCCCCCCCCCCCCC[C@]1(C[C@@H](C)F)CCS(=O)(=O)O[C@H]1CSCC.CCOC(=O)OC.CCOC(=O)OC.CCOC(=O)OC"
O 3.55794 9.51151 -3.33591
H 5.50664 2.80402 -2.11204
H -4.08954 -2.61626 3.39081
C 3.54191 3.64269 -6.07393
H 6.00398 8.57480 -2.47714
H -10.22580 -7.61075 3.92630
H -9.24122 -14.45646 0.02760
H -10.81932 -13.30316 1.61850
H -9.15021 -13.23718 2.18317
H 2.09847 4.56024 -7.41021
H 8.48409 5.29295 -3.13570
C 4.15260 0.63053 0.07389
H 2.74170 4.16892 -3.09140
C -11.78738 -8.78249 0.49522
C 7.87070 5.95203 -2.51910
H 6.35023 4.78693 -3.46001
C 6.02847 3.30995 -1.30216
H 4.68077 -1.48734 0.00679
H -3.12524 0.63958 4.46458
H 6.22639 0.12832 -0.04979
H -10.40566 -3.01657 4.85002
C -4.24884 -1.15076 4.95412
C -1.70005 -0.92439 4.99065
C 3.14708 -1.28261 1.51188
C 1.24067 -2.86412 2.21301
H -2.97704 -0.67614 3.29120
C -0.68090 -1.41095 3.94761
H 7.90075 7.86634 -3.48873
H 5.37436 7.67600 -6.14776
H -1.90783 -1.75974 5.66226
C -11.46059 -8.38251 5.52772
C 3.94473 5.88151 -2.51799
C 8.42711 7.36074 -2.67768
H 1.56655 3.05612 -6.70416
H -12.51936 -8.44243 5.78261
C -11.26364 -5.43896 4.70783
H 2.52545 -2.36264 3.87457
H -11.62637 -7.75926 0.82293
H -5.86763 -4.01035 3.89747
O -10.74447 -9.56372 1.08312
C -11.41966 -3.17809 5.20860
C 3.80054 -0.86782 0.17478
H 8.91325 5.82172 -9.25220
O 9.07684 7.01416 -6.77117
H 4.76716 7.00802 -0.14402
H 5.65534 8.62233 -7.63067
H 1.04082 -0.77709 1.77396
O 3.80253 7.09510 -3.30726
O -9.84363 -11.47683 1.49609
H -5.15211 -0.58704 4.72415
C -9.33602 -13.37091 0.04277
H -1.21169 -2.12080 3.31314
H -12.04819 -2.33930 4.92525
F 8.08142 5.53898 -1.19847
H 4.08005 1.07171 1.06766
H -11.73529 -8.82756 -0.59112
S 3.39109 5.19296 -5.15116
C -6.03641 -3.70766 6.01823
H 4.27295 4.31805 -0.68158
H 7.14798 2.18088 0.17293
C 9.68519 5.80085 -7.23788
H 10.43134 6.69672 -9.04545
O -11.92814 -6.43586 4.13000
H -1.25842 -0.13002 5.59319
O 7.05009 6.21881 -7.37929
H 1.04746 -1.28895 5.17004
O 7.34821 8.26456 -6.47179
C 6.10814 2.30334 -0.12198
H 5.56135 0.73776 -1.54144
H 2.76222 3.03091 -8.01786
H 10.64755 5.75632 -6.73131
H 1.61997 -3.83501 4.06917
H -0.38713 -0.54460 3.35558
C 7.75471 7.08425 -6.93139
H 4.48530 3.97883 -3.44190
C 5.28986 8.40137 -1.67740
H 9.09194 4.94540 -6.91572
H 10.42363 4.92454 -9.05503
C -4.37236 -2.59258 4.44541
C 5.33346 5.82098 -1.83492
C 1.64608 -1.61148 1.41830
H 3.42643 1.10513 -0.58675
H 3.66044 -2.14445 1.93770
H -11.41664 -3.28505 6.29208
H 6.47743 7.07889 -0.49365
C 9.87388 5.81104 -8.73911
C 0.52061 -2.07087 4.62211
H -11.04671 -9.39044 5.50615
H -10.02765 -13.07483 -0.74478
H 3.47474 2.79526 -5.39258
H -5.68181 -3.02172 6.78355
C -10.88481 -10.87989 0.92212
C 3.65124 4.66507 -3.41654
H 8.25688 7.94594 -1.77644
H 9.47915 7.34973 -2.94098
C -9.82787 -12.90980 1.39725
H 0.12056 -2.78225 5.34388
O -11.99973 -4.33339 4.59821
C 6.40739 5.73572 -2.93627
H 5.52720 2.67509 0.71980
H 5.71639 4.90465 0.08539
H 1.82304 -3.69086 1.79186
O -11.80751 -11.42488 0.37779
S 3.69337 8.41233 -2.43846
H 0.19764 -3.10985 2.02545
H 6.18254 6.49912 -3.68368
C 2.43054 3.56262 -7.13055
C 5.93786 8.49514 -6.58712
H 3.19090 5.90284 -1.73345
H 3.26387 -0.47458 2.23544
C 5.31592 4.58828 -0.87680
H 3.09337 -1.11747 -0.61643
H -12.76520 -9.11975 0.83221
O 2.71013 8.24572 -1.40869
H -6.51173 -2.43598 4.30826
H 1.36115 -1.78643 0.38020
H -3.65879 -3.21744 4.98747
C 5.56854 0.89573 -0.46125
C -3.02378 -0.43837 4.35523
H -10.95643 -7.81935 6.31205
C -5.77841 -3.18559 4.60629
H 4.52233 3.58653 -6.54389
H -4.09437 -1.16605 6.03420
C 1.54665 -2.80866 3.70838
H 5.72842 9.41111 -6.04251
C 5.49291 7.07226 -0.95623
C -11.27945 -7.71706 4.18093
H -11.75160 -8.30945 3.40024
H -8.36288 -12.93106 -0.17791
H -5.52418 -4.66233 6.13820
O -10.18293 -5.51145 5.22974
H -7.10021 -3.90476 6.14741
H 7.04322 3.50634 -1.63402
H 5.25024 9.24892 -0.99680

Record 2
106
Properties=species:S:1:pos:R:3 method="wB97M-V/def2-TZVPD" homo_lumo_gap_ev=8.594 lumo_energy_ha=-0.020 molar_mass_g_mol=772.708 smiles="CCCCC1=C(CC(=O)I)C(=O)OC1=O.COCCOC.COCCOC.COCCOC.COCCOC.COCCOC"
H 0.36294 6.45342 8.51453
O -3.55477 1.64086 5.33070
H -2.76565 -5.41330 -4.06187
C 0.51738 0.66731 0.70822
O -3.11103 -3.48506 -2.22028
H -1.26107 -1.80759 3.38299
H 2.33212 -0.18443 -3.91773
H 2.03649 2.95509 7.65248
C -1.39896 -0.46913 -0.08653
H -0.22360 1.47152 0.75751
H 1.70622 -0.54382 2.05229
H -1.46243 2.33979 7.15625
H -2.28227 0.17166 4.69974
H -0.08773 1.92874 8.19242
H 2.23454 4.48262 -0.71971
C 2.13450 3.23803 -3.54976
H 3.39401 5.83739 -0.84518
H -4.94693 0.44694 1.88399
C -4.59711 -4.15527 -5.01985
H -6.08085 2.25223 4.64810
H 2.02790 -0.70683 -2.19835
O 0.01821 -0.43536 -0.03744
C 3.04730 4.38254 -3.15053
C 3.63166 -4.29350 -4.76683
H -4.21006 -5.03554 -1.37384
H -3.72995 -6.63133 -3.21459
H -1.76506 0.29787 -0.77816
H 1.35839 3.58037 -4.24085
C 5.21472 -3.10288 -7.23634
H -5.04240 0.30954 3.64907
C 2.54337 -2.37400 -3.44751
O 2.31573 5.45258 -2.56662
C 0.21735 3.01945 -2.18562
H 5.42093 -5.22006 -7.47479
C 0.95007 0.24599 2.09987
H -5.14737 -3.05430 -2.40175
H 3.13726 -2.33899 -5.58005
H 4.19207 0.34871 -1.98816
H 0.09797 4.10392 -2.24398
H -1.55220 1.78204 4.83109
H 1.03919 5.37110 7.26125
O 2.63777 -5.32246 -2.78208
I 3.99618 -1.56917 -8.23241
H 3.83588 4.03501 -2.47570
H -5.55128 -3.68830 -5.26326
H -4.38512 -2.62969 -0.83931
H -1.70051 -1.44778 -0.46235
O 3.70074 -6.63992 -4.19206
C -0.79802 3.96550 8.37347
H 1.64874 6.15501 -0.77250
H 3.52651 4.77876 -4.05160
H 1.39741 1.10931 2.60368
H -1.51330 3.71718 9.16393
H -1.24616 4.74247 7.74627
C 2.66788 -0.84471 -3.09716
O -4.82186 -5.10334 -3.98960
C 0.95640 5.55040 8.33593
C 4.13989 -0.53995 -2.63792
H 1.50848 -2.52139 -3.80917
H -1.84661 -0.32085 0.89977
O 6.23993 -2.80142 -6.79590
H 2.29110 3.06494 5.90140
C -2.45107 1.23456 4.53012
H -6.48584 0.78044 2.70532
C 4.09156 -4.96633 -5.83794
H 4.51909 -2.37833 -4.46755
C -3.61562 -5.55648 -3.38755
H 0.48590 -1.96895 3.65749
O -0.16142 -0.16288 2.88657
C -5.30389 2.81663 4.12307
O 0.32932 2.99391 6.45233
H -0.17872 -2.05324 2.00036
H 1.77296 1.52353 6.61491
C 1.67597 2.61289 6.67958
H -3.89614 -3.37653 -4.70985
C 2.40803 5.47136 -1.15151
O 1.55652 2.61246 -2.40746
C -4.04850 2.92321 4.96945
H -0.06953 2.69240 -1.18696
C 3.24996 -5.38169 -3.76844
H -4.21429 -4.65804 -5.91471
H -2.63809 1.39066 3.46559
O -5.02815 2.23873 2.85305
H -4.29607 3.44499 5.90016
O 0.37701 4.44815 9.01402
C -0.51661 2.71426 7.56269
H -0.44333 2.53659 -2.91378
H 3.83356 -4.66686 -7.99165
O 4.16186 -7.28599 -6.34081
H -4.04167 -1.67234 -2.29430
H 4.74372 -0.39794 -3.56106
C 4.01154 -6.46019 -5.52800
H -2.47655 -5.31256 -1.59653
H 1.95637 5.70674 8.74092
C 3.49215 -2.77468 -4.63005
H -5.68839 3.82489 3.93742
C 4.59896 -4.51812 -7.20362
C -0.27646 -1.57389 2.97720
C -5.39668 0.87163 2.78173
C -4.23942 -2.67880 -1.92415
C -3.36876 -4.87439 -2.05478
H 1.39135 1.04758 0.16787
H 4.55612 -1.44931 -2.15590
H 2.77776 -2.91753 -2.51836
H 2.72977 2.47646 -4.06477
H -3.27916 3.50512 4.45227